1.
A molecular structure, C25H45EuN2OP3Se. Source: OMol25; level of theory: ωB97M-V/def2-TZVPD.

Structure (XYZ):
```
78
Properties=species:S:1:pos:R:3:mulliken_charge:R:1
Eu -0.9069 0.4676 0.1380 0.2318
P 1.4864 -0.9519 1.7344 1.0758
P 1.4269 2.2908 -0.3391 1.1178
P -1.1677 -2.4152 -0.5429 1.0471
H -1.0138 2.0650 -9.3185 0.3031
C -1.9594 1.5236 -9.1990 -0.6339
C -3.0968 2.1634 -8.8856 -0.5024
H -3.1195 3.2496 -8.7429 0.2713
C 2.9535 -1.8369 1.0560 -1.3461
C 2.3972 0.1448 2.8970 -1.2620
C 0.9762 -2.2282 2.9637 -1.1066
C 0.6916 3.3801 -1.6180 -1.4149
C 1.8170 3.5541 0.9265 -1.2575
C 3.0789 2.0437 -1.1079 -1.3406
C -2.4576 -2.3564 -1.8423 -1.4035
C -2.0370 -3.4852 0.6573 -1.2648
C -0.0210 -3.6198 -1.3231 -1.2918
H -1.9440 0.4448 -9.3932 0.3156
H -4.0506 1.6302 -8.8068 0.3026
H 3.6142 -2.1610 1.8746 0.4785
H 3.5047 -1.1627 0.3851 0.3407
H 2.6231 -2.7145 0.4821 0.3139
H 3.0265 -0.4558 3.5756 0.4683
H 1.6937 0.7313 3.5064 0.1570
H 3.0415 0.8425 2.3424 0.4177
H 1.6538 -3.0952 2.9283 0.4939
H -0.0426 -2.5741 2.7502 0.1112
H 0.9872 -1.8197 3.9854 0.4073
H 1.1777 4.3640 -1.5679 0.4732
H -0.3881 3.4988 -1.4438 0.3943
H 0.8326 2.9488 -2.6181 0.3636
H 2.8164 3.9763 0.7633 0.4271
H 1.7768 3.1024 1.9282 0.1736
H 1.0733 4.3601 0.8787 0.4867
H 3.5080 3.0095 -1.4109 0.4513
H 2.9691 1.3986 -1.9928 0.3282
H 3.7521 1.5520 -0.3914 0.3757
H -3.0430 -3.2807 -1.7877 0.5315
H -2.0023 -2.2604 -2.8359 0.3285
H -3.1195 -1.4943 -1.6789 0.3735
H -2.7748 -4.1010 0.1288 0.4634
H -2.5679 -2.8569 1.3908 0.2199
H -1.3298 -4.1314 1.1910 0.3826
H -0.5828 -4.4157 -1.8314 0.4323
H 0.6306 -4.0604 -0.5567 0.3710
H 0.6026 -3.0914 -2.0590 0.3309
C -1.4399 0.7556 -3.2220 0.0510
C -0.2032 0.3210 -3.7921 0.2684
C -0.1051 0.1309 -5.1646 -0.8066
C -1.2046 0.4138 -5.9895 -0.1563
C -2.4149 0.8612 -5.4438 -0.3536
C -2.5328 1.0484 -4.0782 -0.2845
O -1.5929 0.8683 -1.9278 -0.4022
H 0.8091 -0.3813 -0.5631 0.1291
H 0.6371 0.1239 -3.1174 0.4507
H 0.8389 -0.2370 -5.5856 0.4476
H -1.1096 0.2990 -7.0717 0.2886
H -3.2662 1.0695 -6.0947 0.4333
H -3.4437 1.3999 -3.5995 0.4934
C -0.4656 2.5963 4.4752 -1.0779
N -1.0722 1.2864 4.4658 0.4441
C -1.9072 0.7803 3.4964 -0.4478
Se -2.6484 1.7374 2.1036 -0.1393
N -2.2281 -0.4902 3.9326 0.2948
C -1.6850 -0.7379 5.1996 0.2480
C -1.9343 -1.7537 6.1172 -0.8934
C -1.4290 -1.5667 7.4140 -0.5352
C -0.7134 -0.4034 7.7713 -0.7254
C -0.4587 0.6046 6.8220 -0.5904
C -0.9602 0.3897 5.5394 0.8503
H -0.9349 3.2292 5.2358 0.3734
H 0.5989 2.4889 4.7194 0.4336
H -0.5831 3.0551 3.4898 0.2340
H -2.8899 -1.0967 3.4509 0.2846
H -2.5057 -2.6291 5.7875 0.4250
H -1.6032 -2.3290 8.1806 0.4254
H -0.3731 -0.2986 8.8034 0.4269
H 0.0666 1.5280 7.0468 0.4736
```

Summary:
Net charge: +3
E in Eh: -5299.1088
2S+1: 7
Orbital gap (spin up / spin down) in eV: 6.6 / 4.3


2.
A gas-phase ion, C4H10NO2 (charge -1). Source: OMol25; level of theory: ωB97M-V/def2-TZVPD.

Structure (XYZ):
```
17
Properties=species:S:1:pos:R:3:mulliken_charge:R:1
N -0.3894 -1.3395 -0.5868 -0.7602
C -0.3989 0.1687 -0.5568 0.0768
C -1.8885 0.5788 -0.2545 -0.6578
O -2.3469 -0.0707 0.8256 -0.8926
C 0.4846 0.6273 0.6203 -0.9846
C 1.9806 0.2883 0.4899 -0.4699
O 2.2190 -1.1079 0.4961 -0.5849
H -1.2294 -1.5353 -0.0172 0.2832
H -0.6495 -1.5930 -1.5349 0.2141
H -0.0152 0.4922 -1.5205 0.4940
H -1.9051 1.6914 -0.1888 0.2976
H -2.4583 0.3100 -1.1908 0.2394
H 0.0784 -0.0032 1.4146 0.3134
H 0.2900 1.6487 0.9205 0.4290
H 2.4343 0.6346 1.3912 0.3190
H 2.3676 0.7442 -0.4256 0.2356
H 1.4265 -1.5344 0.1177 0.4478
```

Summary:
Net charge: -1
Structure (SMILES): N[C@@H](C[O-])CCO
E in Eh: -363.6349
Orbital gap in eV: 6.8


What did the second record say?
A gas-phase ion, C4H10NO2 (charge -1). Source: OMol25; level of theory: ωB97M-V/def2-TZVPD.

Structure (XYZ):
```
17
Properties=species:S:1:pos:R:3:mulliken_charge:R:1
N -0.3894 -1.3395 -0.5868 -0.7602
C -0.3989 0.1687 -0.5568 0.0768
C -1.8885 0.5788 -0.2545 -0.6578
O -2.3469 -0.0707 0.8256 -0.8926
C 0.4846 0.6273 0.6203 -0.9846
C 1.9806 0.2883 0.4899 -0.4699
O 2.2190 -1.1079 0.4961 -0.5849
H -1.2294 -1.5353 -0.0172 0.2832
H -0.6495 -1.5930 -1.5349 0.2141
H -0.0152 0.4922 -1.5205 0.4940
H -1.9051 1.6914 -0.1888 0.2976
H -2.4583 0.3100 -1.1908 0.2394
H 0.0784 -0.0032 1.4146 0.3134
H 0.2900 1.6487 0.9205 0.4290
H 2.4343 0.6346 1.3912 0.3190
H 2.3676 0.7442 -0.4256 0.2356
H 1.4265 -1.5344 0.1177 0.4478
```

Summary:
Net charge: -1
Structure (SMILES): N[C@@H](C[O-])CCO
E in Eh: -363.6349
Orbital gap in eV: 6.8


> Which formula does entry 1 have?

C25H45EuN2OP3Se


> Which of these has the lowest net charge?

C4H10NO2


> The highest E belongs to which entry?

C4H10NO2